--- 1 ---
ORCA calculation (wB97M-V/def2-TZVPD) on a single C2H3NOS2 molecule.

Last column: Mulliken charge in e.
Element x y z (Å)
O  -1.3551  2.0380  0.5174  -0.626
N  -0.8818  0.9585  0.1721  0.481
C  0.3451  0.5781  0.1394  -0.089
C  0.7479  -0.7236  -0.2607  -0.695
S  -0.4217  -1.9696  0.4422  -0.093
S  -1.9328  -0.4548  -0.4683  -0.076
H  0.9550  1.3334  0.6014  0.439
H  0.7495  -0.8471  -1.2717  0.336
H  1.7938  -0.9129  0.1281  0.324

* SMILES string: [O-][N+]1=CCSS1
* HOMO-LUMO gap: 0.2893 hartree



--- 2 ---
ORCA calculation (wB97M-V/def2-TZVPD) on a single C2H3NOS2 molecule.

Last column: Mulliken charge in e.
Element x y z (Å)
S  -2.9977  -0.2245  -0.0523  -0.279
C  -1.4150  -0.4047  -0.2663  -0.044
N  -0.5111  0.5911  0.1361  -0.279
O  0.7850  0.6507  -0.4200  -0.121
C  1.6238  -0.0975  0.2377  -0.047
S  3.2387  -0.2813  -0.1300  -0.225
H  -1.0252  -1.2462  -0.7602  0.326
H  -0.9987  1.5104  0.0903  0.296
H  1.3002  -0.4979  1.1648  0.372

* SMILES string: S=CNOC=S
* HOMO-LUMO gap: 0.3236 hartree



--- 3 ---
ORCA calculation (wB97M-V/def2-TZVPD) on a single C2H3NOS2 molecule.

Last column: Mulliken charge in e.
Element x y z (Å)
O  0.1994  2.4072  -0.0755  -0.413
N  0.0836  0.9304  0.0303  0.083
C  1.3396  0.2946  0.0360  -0.041
S  1.5683  -1.2630  -0.0429  -0.252
C  -1.1904  0.4997  -0.1618  -0.098
S  -1.8079  -0.9621  0.0712  -0.260
H  0.3402  2.6376  0.8535  0.354
H  2.1417  1.0261  0.3173  0.295
H  -1.7246  1.4013  -0.4775  0.333

* SMILES string: ON(C=S)C=S
* HOMO-LUMO gap: 0.2782 hartree



Need the numbers? Relative energies in hartree: 1 0.0266; 2 0.0034; 3 0.0000.



--- 1 ---
ORCA calculation (wB97M-V/def2-TZVPD) on a single C7H15NO2S molecule.

Last column: Mulliken charge in e.
Element x y z (Å)
C  -2.0621  -0.6155  -1.2298  -1.901
C  -1.9207  -0.1496  1.1731  -1.585
C  -1.3262  1.7223  -0.3861  -1.572
C  3.4762  -0.7203  0.0585  -0.683
C  1.2184  0.5556  0.9217  -0.805
C  0.0878  -0.3307  -0.1473  -0.840
C  -1.3230  0.1987  -0.1583  2.160
N  0.1926  -1.6649  -0.0587  0.123
O  1.0954  -2.3210  0.4561  -0.508
O  2.1502  1.0457  -1.3392  -0.664
S  2.7707  0.9222  0.0539  0.385
H  -3.1391  -0.4093  -1.1320  0.500
H  -1.8252  -0.1809  -2.1845  0.438
H  -2.0461  -1.6982  -1.2991  0.329
H  -1.4216  -1.0261  1.5876  0.361
H  -2.9178  -0.5753  0.8694  0.402
H  -2.2387  0.6227  1.8597  0.384
H  -1.6362  2.1148  0.6210  0.329
H  -0.3798  2.1595  -0.7682  0.324
H  -2.1589  2.0578  -1.1100  0.355
H  4.1954  -0.7891  -0.8430  0.309
H  2.7357  -1.4796  0.1892  0.215
H  3.9853  -0.7880  1.1112  0.304
H  1.3455  -0.1178  1.7767  0.516
H  0.5905  1.4963  1.0599  0.408
H  0.5514  -0.0294  -1.0819  0.715

* HOMO-LUMO gap (spin up / spin down): 0.3176 / 0.3176 hartree



--- 2 ---
ORCA calculation (wB97M-V/def2-TZVPD) on a single C7H15NO2S molecule.

Last column: Mulliken charge in e.
Element x y z (Å)
C  0.7037  -0.9698  -1.1888  -0.394
C  -0.4612  -0.2841  -0.5985  0.454
C  -1.5328  -1.0831  0.0094  -1.348
C  0.6584  1.9339  -0.2238  -1.616
C  -0.9177  1.5930  -2.1617  -1.553
C  0.7245  -0.4651  2.7268  -0.820
C  -0.6020  1.1963  -0.7070  0.730
N  1.4660  -0.7118  1.5450  -0.275
O  0.6643  -3.0880  1.7938  -0.537
O  1.0762  -2.1582  -0.5916  -0.421
S  1.6283  -2.2560  1.0903  0.472
H  0.4095  -1.2782  -2.2072  0.332
H  1.5589  -0.2885  -1.2833  0.289
H  -2.5192  -0.6955  -0.2530  0.459
H  -1.4681  -1.0370  1.1068  0.153
H  -1.4365  -2.1319  -0.2688  0.361
H  1.3453  2.1082  -1.0483  0.391
H  1.1666  1.3401  0.5325  0.408
H  0.3888  2.8965  0.2038  0.381
H  -0.9571  2.6780  -2.2438  0.419
H  -1.8754  1.1855  -2.4765  0.379
H  -0.1445  1.2284  -2.8361  0.375
H  0.5306  0.6051  2.8209  0.258
H  -0.2286  -1.0223  2.7324  0.305
H  1.2734  -0.7989  3.6149  0.340
H  -1.4515  1.5033  -0.0880  0.458

* HOMO-LUMO gap (spin up / spin down): 0.2141 / 0.2879 hartree



--- 3 ---
ORCA calculation (wB97M-V/def2-TZVPD) on 2 unconnected molecules or ions with the total composition C7H15NO2S.

Last column: Mulliken charge in e.
Element x y z (Å)
C  1.1478  -1.6054  -1.0113  -0.810
C  2.1522  -0.4993  -0.4549  0.118
C  1.2355  -1.2208  0.3396  0.925
C  2.0743  0.8921  -0.9587  -1.087
C  1.0989  -1.8384  1.6501  -1.138
C  -0.6863  1.4375  1.3397  -1.051
C  -3.2475  0.9883  -0.6679  -0.984
N  -0.8742  0.1730  0.7800  -0.226
O  -0.8931  0.3427  -1.6850  -0.812
O  -2.0880  -1.4099  -0.6012  -0.703
S  -1.7249  -0.0227  -0.5454  1.093
H  0.3819  -1.0504  -1.5567  0.193
H  1.3974  -2.6098  -1.4404  0.297
H  3.2212  -0.5861  -0.2840  0.373
H  2.5030  1.7220  -0.3230  0.314
H  0.9682  1.0778  -1.1183  0.161
H  2.6258  0.8838  -1.8723  0.384
H  1.8637  -1.4933  2.3353  0.330
H  1.0382  -2.8764  1.4850  0.407
H  0.1275  -1.4475  1.9922  0.407
H  0.2715  1.3070  1.8306  0.310
H  -0.5358  2.3140  0.6275  0.312
H  -1.4326  1.9045  2.0111  0.288
H  -3.0996  1.8169  -1.3971  0.299
H  -4.1974  0.4600  -0.8690  0.328
H  -3.3277  1.3403  0.3943  0.271

* HOMO-LUMO gap (spin up / spin down): 0.2565 / 0.2565 hartree



Need the numbers? Relative energies in hartree: 1 0.0593; 2 0.0000; 3 0.0666.



--- 1 ---
ORCA calculation (wB97M-V/def2-TZVPD) on a gas-phase ion, C4H7N2OS (charge +1).

Last column: Mulliken charge in e.
Element x y z (Å)
C  1.8193  0.4048  -0.1217  -1.467
C  0.4625  -0.2962  -0.1676  0.609
N  0.3827  -1.5864  -0.0492  -0.243
S  -0.8022  -2.7524  0.1241  -0.189
N  -0.6168  0.5661  0.1471  -0.106
C  -1.8750  0.5686  -0.0571  0.702
C  -3.0406  -0.2134  -0.4441  -0.441
O  -2.9406  1.1693  0.2679  -0.309
H  2.1537  0.8393  0.8016  0.384
H  1.7946  1.2119  -0.8026  0.451
H  2.6627  -0.1733  -0.5459  0.382
H  1.1769  -1.9114  -0.4566  0.280
H  -0.1812  1.3967  0.6199  0.327
H  -3.3441  -0.2420  -1.5191  0.256
H  -3.2969  -0.9684  0.1869  0.362

* SMILES string: CC(=[NH+]/[S-])/[NH+]=C1\CO1
* net charge: +1
* HOMO-LUMO gap (spin up / spin down): 0.2692 / 0.2693 hartree



--- 2 ---
ORCA calculation (wB97M-V/def2-TZVPD) on 2 unconnected molecules or ions with the total composition C4H7N2OS.

Last column: Mulliken charge in e.
Element x y z (Å)
C  -0.3400  1.0746  0.6612  0.693
C  0.9055  -2.7165  -1.8187  -0.060
C  -0.0418  0.6380  -1.5719  -0.041
C  -0.8086  0.7886  1.9576  -1.172
N  0.5309  2.0517  0.3673  -0.267
N  -0.7144  0.4254  -0.4449  -0.030
O  0.5300  -1.8517  -1.0617  -0.395
S  1.0304  1.8758  -1.3340  0.164
H  0.2373  -3.3500  -2.5003  0.200
H  1.9208  -2.9960  -2.0081  0.249
H  -0.3182  1.2923  2.7849  0.352
H  -0.7546  -0.3830  2.2359  0.315
H  -1.8766  0.8582  2.1594  0.342
H  1.0606  2.7345  0.9792  0.307
H  -1.3614  -0.4418  -0.4059  0.342

* net charge: +1
* HOMO-LUMO gap: 0.3396 hartree



Need the numbers? Relative energies in hartree: 1 0.0487; 2 0.0000.



--- 1 ---
ORCA calculation (wB97M-V/def2-TZVPD) on a molecular structure, C4H7N2OS.

Last column: Mulliken charge in e.
Element x y z (Å)
C  -1.7547  0.7179  0.2590  -0.537
C  -0.9206  0.1011  1.2358  -0.044
C  2.9154  -0.7155  -0.1192  0.230
C  -2.0180  0.2277  -0.9594  0.190
N  -0.0164  -0.7779  0.9529  -0.627
N  3.7390  -1.5076  -0.0278  -0.069
O  -2.6557  0.8317  -1.9404  -0.440
S  1.5045  0.0467  -0.4538  0.101
H  -2.1731  1.6310  0.7146  0.255
H  -1.1847  0.4157  2.2155  0.384
H  -1.7367  -0.8385  -1.2687  0.342
H  0.3699  -0.9284  1.9475  0.262
H  4.6189  -1.8879  0.4554  0.395
H  -2.8772  1.7789  -1.7247  0.344
H  2.1893  0.9050  -1.2868  0.212

* net charge: +1
* HOMO-LUMO gap: 0.3067 hartree



--- 2 ---
ORCA calculation (wB97M-V/def2-TZVPD) on a gas-phase ion, C4H7N2OS (charge +1).

Last column: Mulliken charge in e.
Element x y z (Å)
O  1.2260  -0.7466  -1.4510  -0.597
C  0.4938  -0.0728  -0.2126  0.288
S  1.9961  0.5155  0.6703  -0.154
C  -0.3324  -0.9901  0.6078  -0.692
C  -1.6012  -0.3231  0.9704  0.110
N  -2.0777  0.7479  0.4485  -0.474
C  -1.4002  1.3753  -0.5236  0.000
N  -0.1999  1.0501  -0.8155  0.009
H  0.5421  -1.1271  -2.1529  0.344
H  2.5919  0.6961  -0.5039  0.184
H  0.2031  -1.4228  1.5576  0.432
H  -0.5335  -1.9845  -0.0354  0.286
H  -2.1849  -0.7447  1.7858  0.436
H  -1.8052  2.2701  -0.9303  0.430
H  0.3096  1.4917  -1.7157  0.400

* SMILES string: O[C@]1(S)CC=NC=[NH+]1
* net charge: +1
* HOMO-LUMO gap: 0.2976 hartree



Need the numbers? Relative energies in hartree: 1 0.0591; 2 0.0000.